Molecular formula: H3NO3S
Method: DFT, wB97M-V/def2-TZVPD

Positions of all 8 atoms, in Å:
N: -1.431 0.309 0.054
O: 1.239 -1.317 -0.088
O: 2.206 -0.416 -0.371
O: 0.909 1.132 0.463
S: 0.006 0.164 0.985
H: -1.312 1.125 -0.598
H: -2.353 0.332 0.471
H: 0.735 -1.329 -0.916

Force components x, y, z for each atom (eV/Å):
0.9360 0.9984 -1.3328
0.4553 -0.0214 -0.4627
0.6705 -0.5034 -0.4008
1.1146 1.6560 -0.3411
-3.0262 -0.4597 1.3738
-0.1450 -1.1217 0.8298
0.2920 -0.1619 0.4893
-0.2972 -0.3863 -0.1555

Lowest unoccupied orbital energy (spin up / spin down) (hartree): -0.0097 / -0.0099
HOMO energy (spin up / spin down) (eV): -9.44 / -8.07
Frontier orbital gap (spin up / spin down) (Eh): 0.33707 / 0.28649
2S+1: 1
Energy above the lowest of the compared OMol25 structures with the same formula, charge and spin (kJ/mol): 557.4



Molecular formula: H3NO3Si
Method: DFT, wB97M-V/def2-TZVPD

Positions of all 8 atoms, in Å:
N: 0.612 -0.375 -1.109
O: -0.046 0.656 -0.687
O: 1.194 -0.330 -2.130
O: 0.671 -1.395 -0.458
Si: -0.573 0.294 0.925
H: 0.695 0.190 1.628
H: -1.024 1.724 0.983
H: -1.528 -0.764 0.849

Force components x, y, z for each atom (eV/Å):
2.1058 -2.4171 -1.7471
-0.7725 0.5005 0.5062
0.6190 1.7541 -2.5586
-1.3782 -0.4426 2.5842
0.5710 1.9852 -0.4754
-0.0619 -0.3376 0.5934
-0.4786 -0.5936 0.7105
-0.6046 -0.4488 0.3869

Lowest unoccupied orbital energy (hartree): 0.0168
HOMO energy (eV): -11.06
Frontier orbital gap (Eh): 0.42342
2S+1: 1
Energy above the lowest of the compared OMol25 structures with the same formula, charge and spin (kJ/mol): 229.0



Molecular formula: H3NO4P
Method: DFT, wB97M-V/def2-TZVPD

Positions of all 9 atoms, in Å:
N: -1.022 1.199 -0.591
O: -1.617 -0.426 1.312
O: -0.917 -1.416 -1.008
O: 1.321 -0.039 0.828
O: 2.223 -0.136 -0.278
P: -1.162 -0.253 -0.119
H: 1.980 -0.813 -0.810
H: -1.234 1.651 0.359
H: 0.428 0.233 0.306

Force components x, y, z for each atom (eV/Å):
0.2927 2.4601 0.8758
0.2829 -0.2899 -1.1285
0.1389 0.4310 -0.0814
-1.6724 -0.1754 -1.7038
2.1900 4.1797 2.6284
-3.1452 -3.4017 1.7251
-1.9870 -3.7842 -2.1883
0.3344 -0.1616 -1.8381
3.5657 0.7419 1.7105

Lowest unoccupied orbital energy (hartree): 0.1512
HOMO energy (eV): -5.45
Frontier orbital gap (Eh): 0.35135
2S+1: 1
Energy above the lowest of the compared OMol25 structures with the same formula, charge and spin (kJ/mol): 279.7
Net charge: -1



Molecular formula: H3NOP
Method: DFT, wB97M-V/def2-TZVPD

Positions of all 6 atoms, in Å:
N: 0.173 -1.508 0.100
P: 0.870 -0.103 -0.004
O: 2.355 0.089 -0.018
H: -0.815 -1.105 -0.093
H: 0.310 0.601 -1.102
H: 0.132 0.730 0.876

Force components x, y, z for each atom (eV/Å):
-1.8305 -0.2171 -0.4090
0.1085 0.8908 -0.5737
-0.2394 -0.0811 0.4358
1.3209 -1.2879 0.4423
0.1441 0.1541 -0.7617
0.4964 0.5412 0.8663

SMILES string: N=[PH2][O-]
Lowest unoccupied orbital energy (hartree): 0.1845
HOMO energy (eV): -3.18
Frontier orbital gap (Eh): 0.30150
2S+1: 1
Energy above the lowest of the compared OMol25 structures with the same formula, charge and spin (kJ/mol): 25.9
Net charge: -1



Molecular formula: H3NOP
Method: DFT, wB97M-V/def2-TZVPD

Positions of all 6 atoms, in Å:
N: 1.116 -0.094 1.269
P: -0.319 0.069 -0.409
O: -1.207 0.942 -1.539
H: 1.112 0.975 1.344
H: 0.439 -1.017 -0.937
H: -1.141 -0.876 0.272

Force components x, y, z for each atom (eV/Å):
-2.4497 3.1575 -2.9044
-0.3870 -0.5573 -0.2264
3.1336 -2.2648 3.6955
0.5650 -1.3418 0.6936
-0.2518 0.4447 -0.9628
-0.6100 0.5616 -0.2956

SMILES string: N=[PH2][O-]
Lowest unoccupied orbital energy (spin up / spin down) (hartree): 0.1675 / 0.1675
HOMO energy (spin up / spin down) (eV): -2.95 / -2.95
Frontier orbital gap (spin up / spin down) (Eh): 0.27612 / 0.27613
2S+1: 1
Energy above the lowest of the compared OMol25 structures with the same formula, charge and spin (kJ/mol): 369.9
Net charge: -1



Molecular formula: H3NOSSi
Method: DFT, wB97M-V/def2-TZVPD

Positions of all 7 atoms, in Å:
N: 2.892 -0.314 -0.414
O: 1.203 1.329 0.681
Si: 0.136 0.122 0.189
S: 2.895 0.850 0.401
H: -0.803 1.102 -0.445
H: -0.295 -0.751 1.290
H: 0.588 -0.920 -0.792

Force components x, y, z for each atom (eV/Å):
1.3014 -1.4141 -0.8353
2.3914 -0.7766 0.1408
-0.6384 0.3080 -0.9378
-2.3399 1.6340 0.9203
-0.3315 -0.7658 0.2499
-0.2143 0.3470 0.3695
-0.1687 0.6676 0.0927

Lowest unoccupied orbital energy (hartree): -0.0362
HOMO energy (eV): -10.52
Frontier orbital gap (Eh): 0.35055
2S+1: 1
Energy above the lowest of the compared OMol25 structures with the same formula, charge and spin (kJ/mol): 80.5



- Among the records above, which one has the highest energy above the lowest of the compared OMol25 structures with the same formula, charge and spin?
  H3NO3S



- Look up the energy above the lowest of the compared OMol25 structures with the same formula, charge and spin of the second one.
  229.0 kJ/mol



- What is the 2S+1 in the first record?
  1